1.
{"formula": "C50H104AsF6NO30S5", "method": "the ωB97M-V functional and the def2-TZVPD basis", "charge": 0, "e_lumo_ev": 0.27, "total_energy_ha": -9105.21006, "symbols": ["C", "O", "H", "O", "O", "C", "C", "C", "C", "H", "C", "C", "C", "H", "H", "O", "H", "O", "C", "C", "C", "H", "H", "H", "H", "H", "C", "H", "O", "C", "F", "H", "H", "H", "O", "H", "O", "C", "O", "H", "C", "C", "C", "O", "H", "C", "H", "O", "H", "C", "O", "H", "H", "H", "O", "H", "H", "C", "H", "H", "H", "O", "O", "C", "H", "H", "C", "O", "C", "H", "H", "C", "H", "H", "H", "H", "N", "C", "As", "H", "O", "O", "C", "H", "F", "H", "H", "H", "S", "H", "O", "C", "H", "C", "C", "H", "H", "C", "H", "H", "H", "O", "H", "H", "O", "C", "H", "H", "H", "C", "O", "H", "H", "O", "H", "H", "H", "F", "C", "H", "H", "H", "F", "C", "C", "C", "H", "H", "O", "H", "C", "C", "H", "H", "H", "H", "H", "C", "O", "C", "H", "H", "O", "O", "C", "H", "C", "C", "S", "C", "C", "H", "C", "S", "H", "C", "H", "H", "H", "H", "C", "H", "O", "H", "S", "C", "F", "O", "C", "H", "H", "H", "O", "H", "H", "H", "H", "H", "H", "H", "F", "H", "H", "H", "H", "H", "S", "H", "H", "H", "H", "H", "H", "H", "H", "H", "H"], "xyz": [[-1.0361, 4.1025, 7.7785], [-2.4402, 1.8655, 6.0765], [-2.2126, -1.1818, -3.5726], [-4.6313, -0.1776, -2.0490], [-0.5898, 2.7908, 7.4430], [-4.7600, 1.0100, -1.1929], [-3.3063, -5.2510, -2.3902], [5.1270, -1.9742, 3.7539], [-0.2060, 3.5549, -1.9985], [-3.6717, 1.4716, -7.5414], [6.6809, 1.3378, -3.7415], [0.0984, -1.8340, -7.0773], [-3.9795, -1.7195, 2.9678], [-2.4198, -6.5847, -0.7772], [3.7639, -1.0175, 5.1289], [2.6258, 4.9308, 2.6736], [0.7087, -0.7429, -4.5366], [3.8039, -0.0507, 3.3141], [4.8131, -1.2352, -5.7572], [-4.1053, -5.2648, -0.1271], [0.5349, -0.4414, -6.6591], [-0.0528, 0.3290, -7.2256], [6.3294, 1.7445, -5.9289], [-6.8285, -0.5274, -0.2995], [-4.4724, -2.7203, 2.8451], [3.2751, 1.7875, 9.7108], [-5.4184, -0.6490, 4.3980], [1.3939, -3.6211, -3.6101], [-0.2102, 1.6449, 5.3299], [-5.9298, -0.8334, -2.1984], [-0.7954, 0.6368, 1.8691], [-5.6989, 1.8884, -4.2019], [5.3178, -0.2179, 4.7552], [-3.6333, 0.0190, -6.7592], [3.8001, 5.7609, 4.6907], [-0.0886, -1.9081, -8.1350], [2.7950, 2.0495, 7.1976], [-5.4468, 1.2671, -6.2334], [1.7630, -5.2183, 3.6035], [4.2832, 3.4540, 6.8957], [-2.0292, 3.3711, 2.6285], [-5.3898, 2.3555, -5.1082], [1.2049, -3.4046, -2.5653], [1.3635, 5.9791, 4.4040], [0.8457, -1.3505, 4.6137], [2.2095, -4.0460, -1.6459], [7.3141, 1.9717, -3.0518], [-1.2551, 3.8804, 5.5238], [-4.1371, -5.6023, -3.0925], [-6.2392, 1.3431, -1.2396], [2.2571, 3.7478, 4.7026], [-5.9119, 0.3140, -5.8349], [-2.0214, 4.0833, 8.2436], [0.1676, 5.1766, 6.3092], [-1.2033, -0.8980, -5.2527], [-2.7327, 1.4347, 1.8639], [-0.6880, -4.3360, -0.2005], [4.4344, -0.7254, 4.3534], [2.5839, 3.2541, 1.4538], [-2.5989, -0.6905, 4.3169], [1.5764, 2.0135, 3.7887], [1.8986, -2.7993, 3.7691], [0.9850, 2.9576, -2.6294], [0.0307, -4.5251, -0.9699], [3.6214, -0.4469, 1.1886], [-0.0594, 4.6852, -1.9420], [5.1607, -2.2429, -3.6462], [-4.9913, -0.7384, 3.0586], [-3.0872, 2.2707, 2.3944], [-7.8566, -0.1754, -1.7229], [5.2398, -0.2613, -5.5371], [2.0658, 3.6408, 2.3482], [-2.4386, 4.1231, 3.3252], [-1.5552, 2.1170, -2.9547], [5.7319, 1.1990, 8.0682], [-1.1557, -1.9955, 3.0677], [-2.2871, -1.4151, -2.5902], [-3.2605, -1.5548, 4.3440], [-0.2793, 0.2233, 0.2431], [-4.4099, 0.7372, -0.2013], [-0.2366, -3.7255, 3.7590], [-3.5059, -3.8901, -1.9123], [4.7044, 2.3885, -4.6375], [1.8512, 0.4900, 7.9826], [1.1560, -0.5889, 0.6094], [5.2430, 0.0027, 1.7285], [-6.5863, 1.9410, -0.4259], [-2.3022, -5.3615, -2.8863], [-1.1393, 2.4147, 6.0389], [-6.4313, -1.0428, 4.5433], [-0.1579, -3.7724, -2.1724], [-3.2993, 1.7071, -5.4351], [-5.8979, 1.5456, -7.1864], [1.3087, -4.0489, -0.3889], [-4.4024, -1.3403, 5.2792], [-0.3963, 3.2253, -0.9938], [-5.1674, -5.3818, -0.3166], [-0.2137, -2.5224, 2.9963], [3.7093, -2.5906, 2.1306], [-2.1426, -1.8455, -6.7873], [4.1540, 1.6544, -5.1866], [1.0335, -4.1730, 5.7442], [1.6299, -4.7591, 0.3449], [6.7869, -1.9975, -6.3081], [5.5335, 0.9850, -2.9968], [0.0650, -0.2359, -5.2383], [5.4447, -2.4532, 1.6448], [-4.7053, -2.3068, 5.5980], [-1.2049, -2.9721, -5.8099], [0.9698, -1.7576, 3.5974], [1.5534, 2.4585, -4.9252], [-6.3607, 1.8199, -2.1894], [-2.6342, -2.3934, 4.6583], [-3.8371, 5.3772, 1.2756], [4.6748, 1.8522, 6.1784], [0.8144, -2.5687, -6.7241], [3.6250, 1.6521, -2.8755], [-0.0086, -0.0783, -1.4506], [3.9981, -1.7302, -4.5432], [5.4427, -3.1479, -6.5222], [-2.2592, 2.0188, -5.6016], [-3.1871, -0.9739, -2.2628], [-1.7958, 0.9456, -0.3703], [-1.2466, -1.9617, -6.2432], [6.2039, 2.1752, -4.9583], [4.3185, -0.5344, 2.0618], [4.8167, -2.9205, 4.2392], [-3.3550, 0.9248, -4.6706], [6.0899, -2.7490, -4.5964], [-2.6326, -3.5491, -0.0694], [4.1947, 2.3936, 7.0201], [-1.2872, 3.1847, -2.9822], [-3.9987, -6.9942, -1.4139], [-6.1193, 3.2132, -5.2435], [-6.1891, -0.7839, -3.2248], [-3.8216, -5.6404, 0.8809], [3.2383, 2.3552, 3.6389], [4.9056, 1.8532, 8.3060], [1.2908, 4.8645, -4.2016], [2.8758, 0.7651, 7.7938], [-3.6756, 1.9550, 3.2700], [4.3254, -1.1413, -6.7265], [-1.7935, 3.9348, 1.3211], [-4.0359, 2.8046, -5.0565], [-0.8623, 4.8418, 6.4607], [-0.3631, 4.4253, 8.5345], [-3.3632, -6.1696, -1.1486], [4.6036, 2.1101, -3.1140], [2.5863, 5.2419, 4.1937], [-3.9884, 1.0402, -6.6394], [4.6549, -2.0240, 2.2647], [5.1777, 2.6542, 8.9993], [5.8291, -2.3198, -5.9264], [1.1929, -4.1082, 4.3356], [2.4052, -5.1168, -1.9162], [-3.5510, -3.9056, -0.4744], [1.3798, -1.0715, 2.8969], [6.7751, 3.0931, -5.0753], [4.4045, 3.3736, -5.0308], [1.5931, -0.2891, -6.7611], [2.3067, 2.8250, 3.6281], [-1.5324, -1.0091, -2.0727], [-0.6381, 3.4076, -4.2963], [3.2299, -3.6936, -1.5996], [0.9343, 3.4874, -4.1346], [3.8247, 1.0754, 9.0243], [-1.1329, -1.2502, 0.4395], [-3.1500, 3.9546, -0.6501], [-6.8485, -0.0631, -1.2699], [5.5925, -1.4433, -3.0185], [4.9013, -3.0974, -3.0150], [3.4264, 0.0516, 7.1994], [-3.9580, 2.8954, 1.4681], [-5.5081, 0.4509, 4.6309], [-4.2078, -0.6384, 6.0588], [-1.0588, 3.0443, 2.9000], [3.4530, -0.9634, -4.0134], [6.2251, -2.0356, 3.7447], [0.1419, -5.5688, -1.1652], [-4.1390, 1.7930, -1.6426], [0.5706, 1.8144, 0.1567], [4.8962, 2.9481, -2.5250], [3.4080, -2.5845, -4.6552], [1.2262, -2.3580, -2.3298], [-2.1737, 3.7893, -2.9699], [-3.2750, -1.6110, 2.0892], [-3.2717, 4.1736, 0.7669], [1.2658, -3.0865, 0.1379], [-0.0488, 0.7757, -5.0756], [-2.2430, -2.4178, -2.6019], [-1.4461, 5.7146, 6.2990], [4.1194, 0.1316, 9.5374], [0.0581, -2.7726, 2.0239], [1.0467, 3.8575, 2.0563], [7.2651, 0.4688, -3.9728], [-4.2502, -3.0974, -0.2187], [-5.6992, -1.8589, -1.8840]], "mulliken_charge": [-0.5461, -0.7240, -0.1626, -0.6625, -0.2522, 0.4844, -0.2825, -0.9557, 0.4130, 0.4531, -0.4601, -0.7521, 0.6965, 0.2487, 0.0552, -0.4736, -0.2931, -0.0117, 0.3337, -0.5357, -0.4574, 0.3737, 0.3155, 0.3186, 0.1278, 0.2412, -0.5275, 0.3037, -0.1426, -0.4372, -0.5222, -0.8469, 0.3854, -0.0719, -0.6196, 0.3600, -0.0107, -0.6267, -0.6296, 0.4001, 0.2855, 0.5545, 0.3555, -0.6468, 0.3638, -0.7304, 0.2933, -0.1287, 0.4095, -0.6162, -0.1190, 0.2706, 0.2481, 0.0239, 0.0144, -0.6791, 0.0476, -0.0674, 0.2386, -0.0492, -0.1693, -0.2240, 0.1479, -0.2214, -0.1680, 0.3949, -0.1473, -0.3506, 0.8917, 0.3805, -0.5322, 0.3200, 0.3641, -0.3840, 0.3248, -0.8266, 2.1149, 0.0543, 2.5769, -0.1555, -0.3994, -0.3124, -0.0754, 0.3923, -0.6045, 0.3999, 0.4410, 0.0130, 0.9103, 0.2995, -0.4558, 0.0629, 0.3094, 0.4666, -0.6616, -0.7722, 0.3739, 2.3497, -0.2887, 0.3952, -0.0695, -0.6115, 0.7119, 0.3604, -0.3139, 0.7534, 0.5184, 0.3817, 0.1595, 0.1644, -0.4299, 0.2183, 0.2827, -0.6544, -0.0210, 0.2967, -0.1649, -0.7681, 0.1502, 0.2907, 0.5058, 0.3599, -0.5089, -0.7756, -0.8950, -0.3915, 0.1959, -0.1504, -0.5200, -1.0715, -0.3028, 0.3668, 0.4371, 0.3770, 0.3513, 0.3134, 0.3430, -0.7453, -0.6228, -0.2690, 0.1272, 0.2864, -0.1726, -0.4358, -0.0880, 0.3921, -0.7718, -0.1092, 1.1396, -0.4482, 0.0726, 0.3059, -0.6092, 1.2074, 0.3239, 1.2518, -0.3163, 0.3365, 0.5034, 0.2790, -0.0026, -0.7948, -0.3532, 0.2518, 0.8724, -0.5402, -0.2820, -0.3359, -0.6389, 0.0231, 0.0971, -0.0638, -0.2471, 0.2704, 0.2525, -0.6233, 0.0319, 0.4146, 0.3233, -0.4218, -0.8774, 0.3386, 0.1879, -0.3753, 0.4929, -0.6563, 0.9263, -1.0463, -0.5782, 0.4523, 0.3808, 0.3539, -1.3491, -0.1298, 0.3353, -0.0726, 0.0472]}

=====

2.
{"formula": "C50H108N7O5", "method": "the ωB97M-V functional and the def2-TZVPD basis", "charge": 5, "e_lumo_ev": -14.74, "total_energy_ha": -2726.22522, "symbols": ["H", "N", "H", "H", "H", "H", "N", "C", "H", "H", "H", "C", "C", "H", "H", "C", "H", "H", "C", "N", "H", "H", "H", "H", "H", "H", "H", "H", "H", "C", "C", "H", "H", "H", "C", "H", "O", "H", "C", "H", "H", "H", "H", "N", "H", "H", "H", "C", "H", "C", "H", "H", "H", "H", "C", "H", "C", "H", "H", "H", "C", "C", "H", "H", "C", "C", "H", "H", "N", "C", "C", "C", "C", "H", "H", "C", "H", "H", "C", "C", "H", "H", "H", "H", "O", "C", "C", "H", "C", "H", "H", "C", "H", "H", "C", "C", "H", "C", "H", "H", "H", "H", "H", "H", "N", "H", "H", "N", "H", "H", "H", "H", "O", "C", "H", "H", "H", "C", "H", "H", "H", "H", "H", "O", "H", "C", "H", "H", "H", "O", "H", "H", "H", "C", "C", "H", "C", "H", "C", "C", "H", "H", "H", "H", "H", "H", "H", "C", "H", "C", "H", "C", "H", "C", "H", "H", "C", "C", "C", "H", "C", "H", "C", "C", "H", "H", "H", "H", "C", "H"], "xyz": [[0.8109, -1.2867, 1.1707], [0.1213, -0.3024, -0.1572], [1.0323, 1.3590, -3.9314], [-4.3138, 4.0686, -1.5097], [-3.9588, 5.2695, -0.8734], [-3.3990, 7.0304, 0.7691], [-1.8633, -5.4754, -0.2494], [2.4010, 3.0254, 1.3364], [-0.0554, -2.5641, 1.7694], [-4.6729, 1.5124, -1.9004], [4.4066, 3.8782, -0.4238], [-0.8883, 7.6603, 1.4845], [-2.7866, -0.1883, -1.2254], [-0.6346, -2.2666, 3.3326], [-2.2813, -3.4268, 1.4403], [0.6566, -0.8512, 2.1580], [2.6498, -0.3095, -1.2942], [-4.2660, -2.8886, -0.1836], [0.4381, 0.6011, 2.3394], [3.6361, -2.2089, -0.9423], [-1.8268, 4.9651, -1.8706], [-1.2796, 1.8829, 2.8186], [2.2258, 0.4096, 0.3714], [0.4004, -2.6777, -1.8835], [-0.6153, -1.8780, -2.2616], [0.5358, -4.7297, -1.5184], [-4.5057, -4.4949, 0.4818], [4.4214, -2.0244, 1.2656], [-2.0018, -4.5899, -2.5345], [2.5998, 1.7907, -2.4316], [0.4175, 3.9483, -1.1332], [6.2678, -5.4547, -2.2158], [0.8023, -7.2666, 1.2164], [-4.7624, 1.7164, -3.5741], [4.3638, 2.8277, -0.1364], [1.4622, -1.0543, 2.8636], [-0.1174, 0.8942, -0.0325], [-0.5823, 0.4764, 4.9672], [-0.9691, 2.8325, 0.7366], [-1.9136, 2.8945, 1.2771], [0.3985, 2.9615, -1.5958], [1.1525, -0.9391, -2.9208], [2.7652, 4.0520, 1.2954], [2.8951, 2.2877, 0.1443], [1.4689, 3.0593, -3.5769], [-0.4329, 7.7648, 2.4692], [-0.0515, 7.8144, 0.8032], [0.4971, -5.7239, -1.0733], [2.3894, -1.9789, -3.8050], [-1.9172, -0.6377, 7.1324], [1.0247, -4.8989, 1.7306], [1.0006, 1.2475, 1.6657], [2.7083, 0.7182, -2.2704], [5.3682, -2.1200, -1.9387], [-2.8874, -0.5181, -3.7839], [-2.3620, 0.7857, 4.8338], [-0.7029, -1.4353, -3.2538], [1.9556, 1.8712, 3.1026], [4.8285, 2.2163, -0.9099], [0.4759, 4.7874, -1.8264], [-0.2384, -7.1178, 0.9283], [-0.7631, 0.0886, -2.9301], [-3.8755, -0.2345, -1.2090], [4.6687, 0.8767, 2.1002], [-2.3573, -4.0181, -0.4968], [4.0591, -1.4991, 0.3819], [-2.1009, -2.0808, 0.2925], [1.7109, -2.3862, -0.0333], [-0.3876, 5.3348, 0.6924], [0.0212, -4.7041, 1.3524], [-0.7817, 4.0857, -0.1528], [2.0075, -1.6117, -2.8525], [-1.7484, -3.0780, 0.5557], [2.5563, 2.0565, -4.5186], [-1.2792, 5.7462, 3.4777], [2.8310, 2.1743, 2.5282], [-2.4304, -1.2151, -1.1430], [-2.2489, 2.3479, -1.8713], [-0.4071, -5.7752, 0.2750], [-1.9559, -3.6870, -1.9255], [0.4209, -2.7846, 0.2417], [-1.6427, 8.4222, 1.2881], [4.3699, -3.5230, -2.4915], [-0.4690, -4.8497, 2.3150], [-0.7492, -1.1169, -0.3115], [-3.0434, -0.5689, 2.7656], [-2.0021, 4.3986, -0.9561], [1.9675, 3.6094, -1.2612], [-3.9369, -3.9253, -0.2532], [5.6834, -3.5174, 0.1289], [0.8721, 0.8211, 3.3147], [-0.6805, -1.4132, 2.6561], [1.1061, 2.0769, -0.9147], [-2.6357, -1.7407, 5.2480], [-2.6505, 6.4441, 0.2361], [4.7667, -2.9769, -1.6357], [-0.5656, -7.9344, 0.2847], [-1.5610, 0.0521, 4.7431], [-3.6153, 0.2298, 3.2379], [-2.3308, 7.0057, -0.6417], [1.4244, 3.9825, -0.7172], [-3.2114, -1.5181, 3.2744], [1.5293, -5.6862, -0.7250], [3.1114, 0.1363, 2.5354], [-2.2914, 0.3512, -2.6146], [6.9407, -5.5071, -0.5219], [4.9054, -0.9282, -0.0001], [-1.5858, -0.2534, 3.2022], [0.1335, -1.6238, -3.9268], [-2.2581, 2.2123, -3.6735], [3.6079, 2.1713, -2.5958], [2.4224, -3.9924, -0.4337], [0.7793, 5.3083, 1.4700], [1.8463, 2.0431, -3.6917], [-5.8721, 3.6298, -1.9573], [-1.9157, -1.4860, -5.2030], [3.2990, -0.7787, 0.6843], [-1.8109, -1.1527, 5.6506], [-3.4706, 4.4435, 0.6500], [-0.1055, 0.3158, -2.0910], [-0.9523, -1.8233, 5.6866], [-2.1087, -2.7130, -3.8791], [3.8889, 0.4141, -0.1972], [1.3410, -0.6208, -0.2619], [-0.7459, 1.8981, 0.2216], [1.4594, -2.8701, -2.0556], [-2.7778, 6.5566, 3.0414], [-2.7463, -3.0636, -2.3435], [-3.7601, -0.9605, -3.3036], [-2.6558, -6.4749, -0.8292], [1.2678, -3.7844, -2.6172], [-1.5001, 0.8597, 1.3760], [-1.1897, -1.7273, 1.7450], [-1.9067, -1.6715, -4.1290], [-3.1525, 5.1001, -0.1598], [-0.7783, -7.1194, 1.8752], [-2.7263, 1.8967, -2.7412], [-2.3387, 4.8452, 2.8299], [3.2042, 0.8662, 0.5205], [-2.0098, 5.8733, 2.6789], [-0.9127, -3.3805, -2.0025], [0.2800, -6.4753, -1.8324], [-3.1185, -0.5716, 1.6782], [7.4188, -4.2228, -1.6860], [-3.0903, 0.1924, -4.5852], [-0.4599, 0.7060, -3.7757], [4.6926, -4.7742, -0.4333], [2.0675, 2.5289, -1.1585], [-4.8446, 4.1702, -3.2353], [3.1206, -1.0892, -1.8930], [3.9668, -0.6373, -2.4104], [-0.2709, -3.2457, 0.9465], [-1.0613, -0.1721, 7.6210], [-1.5141, 6.2911, 1.3040], [-2.4090, 0.5184, -0.4864], [-2.1186, -1.3939, 7.8912], [-4.2849, 2.1495, -2.6952], [2.2979, -2.9575, -0.7525], [-1.0256, 0.9298, 2.3548], [1.3386, 3.2331, 1.2092], [5.4402, -4.0624, -0.7832], [4.9803, 2.7371, 0.7579], [3.5867, 0.9533, 1.9927], [6.6175, -4.8838, -1.3557], [-2.7821, 0.0032, 7.3034], [-0.2869, 2.6494, 1.5668], [3.4962, 2.6841, 3.2252], [-2.2094, 3.4023, -1.3467], [-4.8465, 3.5747, -2.3223], [-4.4724, -4.4365, -1.0533]], "mulliken_charge": [-0.3072, -3.2624, 0.4647, -0.4240, 0.8696, 0.6510, 0.7254, 0.0462, -1.2669, 0.1989, 0.4037, -1.5502, -1.0143, 0.6919, 0.4648, -1.5457, -1.3328, 0.2454, -1.0495, 1.4895, 0.8577, 0.8679, -0.0584, -2.2765, -1.3700, -0.0545, 0.3792, 0.3508, 0.5314, -0.3233, -1.0981, 0.3603, 0.3781, 0.5130, -1.0380, 1.4136, 0.9143, 0.3915, -1.7633, 0.8328, -0.1831, -1.0708, 0.8982, 1.2689, 0.4509, 0.4041, 0.3972, -1.5748, 0.5368, -1.4709, 0.4864, -0.5558, -1.1632, 0.5394, -0.5948, 0.4370, 0.7945, -0.1009, 0.3753, 0.5261, -1.5934, -0.5631, 0.7459, 0.6058, 0.2123, -1.0045, -0.0330, 0.2079, 0.5060, -3.0528, 2.3486, -0.2129, -0.1258, 0.4023, 0.5427, -0.3634, -0.2314, -0.5081, 1.5090, -1.1673, -0.2759, 0.4333, 0.3463, 0.7927, 1.7649, -1.1076, -0.2751, 0.9506, -1.5506, 0.3818, 1.7675, 0.6609, -0.7545, 0.3282, -1.7119, -0.6141, 0.4629, -0.4859, 0.3135, 0.4289, 0.3239, 0.4930, 0.3667, 0.4871, 0.5309, 0.4005, 0.7017, 0.3657, 0.5205, 0.5784, 1.1653, 0.1355, -0.2223, -1.8042, 0.5523, 0.2258, -1.0108, -0.2342, 0.3146, 0.2422, 0.2871, 0.6998, 1.5898, 1.3584, 0.4235, 0.5183, 0.4504, 0.7798, 0.4367, -0.2282, 1.6411, -0.8208, -0.8936, -1.2297, -0.5423, 0.4067, 0.1023, 0.3188, -1.0317, -1.7065, 1.8125, 0.4519, 0.1952, 0.3467, 0.6343, 0.6105, 0.2965, -0.4878, 0.4413, -0.5812, 1.1491, 1.7192, 0.3756, 1.3469, -0.0575, 0.4166, -0.4866, -0.4943, -0.4017, -1.0111, -0.4881, 0.4146, -1.1994, -1.3216, 0.3944, 0.8403, 0.5323, -1.4388, -1.0073, 0.5174]}